# C19H25FN3O8P2SiTl

C19H25FN3O8P2SiTl as an isolated structure (ωB97M-V/def2-TZVPD, OMol25).

Structure (ORCA input):
```
! RIJCOSX wB97M-V def2-TZVPD def2/J DEFGRID3
* xyz -2 1
Tl 1.566 1.013 -0.417
P 1.308 -2.740 -0.901
P 4.087 -1.982 0.176
Si -1.862 1.838 -1.669
F 2.292 1.395 -3.099
O -0.242 -1.891 3.461
O 0.730 -1.353 -0.777
O 3.737 -0.588 -0.230
O 1.905 -3.264 -2.141
O 0.906 2.399 2.427
O 0.157 -3.766 -0.295
O 4.541 -1.935 1.796
O 5.038 -2.852 -0.549
N 0.590 0.103 2.628
N 1.830 -1.905 1.592
N -0.345 1.669 -2.372
C 0.805 0.284 -6.209
C -1.122 0.223 4.239
C 1.327 1.066 -4.009
C -2.141 -0.065 5.120
C -2.482 2.323 5.369
C 1.743 0.572 -5.217
C -2.697 3.492 -2.067
C 2.673 -4.223 1.094
C -1.699 1.784 0.204
C -0.211 -0.661 3.409
C 2.464 -2.817 0.554
C -0.022 1.262 -3.619
C -3.171 0.523 -2.058
C -1.448 2.595 4.471
C 0.340 1.427 2.903
C -0.928 1.007 -4.684
C -0.783 1.521 3.921
C -0.531 0.526 -5.925
C -2.825 1.012 5.689
H -3.446 0.486 -3.114
H -2.890 3.596 -3.139
H 2.802 0.405 -5.368
H -3.639 0.828 6.380
H -2.787 -0.466 -1.786
H 3.347 -4.209 1.953
H -1.179 3.611 4.208
H 2.535 -1.393 2.128
H -1.978 1.192 -4.499
H -2.056 4.325 -1.762
H 1.266 -1.194 1.101
H -2.398 -1.090 5.354
H -0.658 -3.584 -0.773
H -3.034 3.142 5.815
H -1.202 0.856 0.514
H -2.680 1.804 0.689
H 1.186 -2.338 2.257
H -1.111 2.622 0.589
H 5.433 -1.581 1.811
H 3.135 -4.821 0.310
H -3.652 3.583 -1.537
H 1.723 -4.682 1.371
H -1.286 0.334 -6.681
H -4.080 0.707 -1.477
H 1.116 -0.127 -7.160
*
```

Energy ... -74836.2470 eV
Molecular weight ... 736.84 g mol⁻¹
Frontier orbital gap ... 5.9191 eV

Here are the Löwdin charges for atoms 1 to 2, given in e: Tl 1.00; P 0.31